(1)
Formula: C5H15N3
Source: the Open Molecules 2025 dataset
Level of theory: ωB97M-V/def2-TZVPD

Each line ends with the Löwdin charge.
Element x y z (Å)
C -2.100 -2.045 0.160  -0.159
C -1.655 -1.047 -0.889  -0.176
C -0.208 0.096 -0.823  -0.367
N -0.593 1.448 -0.897  0.042
C 0.313 -0.439 0.444  -0.101
N 1.792 0.364 0.853  -0.253
C 1.605 1.650 1.497  -0.167
N 2.725 0.525 -0.222  -0.012
H -1.325 -2.800 0.329  0.066
H -2.328 -1.557 1.113  0.066
H -2.997 -2.589 -0.161  0.072
H -2.498 -0.391 -1.131  0.077
H -1.422 -1.574 -1.819  0.076
H 0.395 -0.179 -1.689  0.119
H -0.898 1.756 -1.812  0.085
H -1.170 1.774 -0.132  0.090
H -0.296 -0.239 1.324  0.105
H 0.669 -1.464 0.365  0.106
H 1.208 2.437 0.832  0.058
H 2.555 2.035 1.893  0.072
H 0.926 1.549 2.351  0.071
H 2.319 1.075 -0.989  0.062
H 2.983 -0.384 -0.597  0.068

Atomic forces in eV per Å
C 0.7 0.0 0.4
C 1.1 1.4 -1.9
C -3.4 -3.0 0.2
N 0.5 0.6 0.2
C 4.5 3.0 1.0
N -1.5 -1.5 -0.3
C -0.1 0.3 0.0
N -0.8 0.0 0.0
H -0.1 0.1 0.2
H 0.0 -0.1 0.0
H 0.1 0.3 -0.1
H 0.2 0.2 0.0
H -0.2 -0.2 0.0
H -0.1 0.0 0.2
H -0.2 -0.1 0.4
H 0.0 0.0 -0.3
H -0.1 -0.2 -0.1
H -0.4 0.0 0.0
H 0.0 -0.2 0.0
H -0.1 -0.3 -0.2
H 0.0 -0.1 -0.2
H 0.0 -0.1 0.2
H -0.1 0.1 0.3

Results
gap between HOMO and LUMO: 8.48 eV
SMILES: CC[C@@H](N)CN(C)N
LUMO level: 0.955 eV
HOMO: -7.5 eV

(2)
Formula: C11H19N4O5S
Source: the Open Molecules 2025 dataset
Level of theory: ωB97M-V/def2-TZVPD

Each line ends with the Löwdin charge.
Element x y z (Å)
C 2.974 0.492 2.980  0.039
C 2.802 0.620 1.501  -0.480
O 2.999 1.593 0.838  0.145
O 2.343 -0.557 0.928  0.098
C 1.567 -0.414 -0.207  -0.431
O 2.008 -0.368 -1.305  0.192
C 0.065 -0.314 0.035  -0.044
N -0.297 0.390 1.285  0.034
C -1.619 -0.043 1.849  -0.099
C -2.735 0.802 1.248  -0.128
C -2.540 2.255 1.731  -0.117
N -1.091 2.485 2.049  0.079
C -0.322 1.734 1.176  -0.297
N 0.369 2.363 0.254  0.185
O 0.350 3.756 0.271  0.097
C 0.815 4.235 -0.857  -0.275
N 1.168 4.689 -1.849  0.230
H 3.956 0.071 3.205  0.108
H 2.901 1.472 3.444  0.098
H 2.235 -0.192 3.394  0.091
H -0.316 -1.333 0.052  0.137
H -0.373 0.166 -0.840  0.132
H -1.605 0.100 2.931  0.132
H -1.758 -1.108 1.685  0.135
H -3.712 0.418 1.539  0.129
H -2.697 0.780 0.156  0.125
H -3.123 2.480 2.620  0.131
H -2.819 2.954 0.945  0.125
H -0.891 2.216 3.006  0.148
H 0.975 1.926 -0.437  0.165
C 0.219 -4.104 -2.294  -0.257
S 0.408 -2.530 -3.136  0.842
O -0.493 -1.576 -2.409  -0.563
C -0.458 -2.995 -4.633  -0.256
H 0.668 -4.012 -1.307  0.047
H -0.841 -4.341 -2.205  0.062
H 0.741 -4.879 -2.856  0.061
H -1.471 -3.308 -4.381  0.063
H 0.086 -3.801 -5.125  0.061
H -0.486 -2.122 -5.281  0.057

Atomic forces in eV per Å
C 0.1 -0.2 0.1
C 0.2 -0.1 0.1
O -0.3 0.2 0.0
O -0.4 -0.2 0.3
C 0.1 0.4 -0.5
O 0.4 -0.1 0.1
C 0.6 -0.2 0.4
N -1.2 0.4 -1.1
C -0.1 -0.2 0.5
C -0.1 0.3 0.1
C 0.1 -0.2 -0.4
N -0.2 0.2 -0.1
C 0.7 0.1 0.7
N -0.4 -0.3 -0.2
O 0.2 0.0 0.2
C -0.3 -0.1 0.1
N 0.2 0.1 -0.3
H 0.0 0.1 -0.1
H 0.1 0.0 -0.1
H 0.0 0.0 0.0
H -0.1 0.0 0.1
H 0.0 -0.1 0.0
H 0.1 -0.1 0.0
H 0.2 0.0 -0.2
H 0.0 0.0 0.0
H 0.1 -0.2 0.0
H 0.1 0.0 0.1
H -0.1 0.1 0.1
H 0.0 0.0 0.0
H 0.2 0.2 0.0
C 0.0 -0.1 0.0
S -0.1 0.0 0.0
O -0.1 -0.1 0.1
C 0.0 0.0 -0.1
H 0.0 0.0 0.0
H 0.0 0.0 0.0
H 0.0 0.0 0.0
H 0.0 0.0 0.0
H 0.0 0.0 0.0
H 0.0 0.0 0.0

Results
gap between HOMO and LUMO: 8.25 eV
LUMO level: -3.503 eV
net charge: +1
HOMO: -11.8 eV

(3)
Formula: C22H23Cl41N3PS
Source: the Open Molecules 2025 dataset
Level of theory: ωB97M-V/def2-TZVPD

Each line ends with the Löwdin charge.
Element x y z (Å)
C 5.308 3.143 0.093  -0.121
C 3.921 2.506 -0.217  -0.666
Cl 4.189 1.265 -1.525  0.628
C 3.247 1.875 1.073  -0.639
Cl 2.103 3.013 1.858  0.628
C 2.636 0.510 0.716  -0.307
C 3.372 -0.583 1.099  0.006
C 2.915 -1.912 0.784  -0.367
N 3.607 -3.016 1.100  -0.194
S 2.650 -4.211 0.491  0.908
N 1.413 -3.389 -0.158  -0.242
C 1.664 -2.082 0.063  -0.324
C 0.915 -0.922 -0.315  -0.080
C 1.366 0.337 -0.019  -0.313
P 0.299 1.715 -0.627  0.751
N -1.086 1.083 -1.115  -0.352
H 5.443 3.351 1.170  0.080
H 5.414 4.062 -0.509  0.082
H 6.097 2.426 -0.198  0.063
H 3.233 3.264 -0.636  0.082
H 4.052 1.675 1.803  0.096
H 4.329 -0.439 1.619  0.131
H -0.039 -1.036 -0.850  0.091
H 0.882 2.381 -1.740  0.001
H -0.031 2.659 0.370  -0.059
H -1.859 1.483 -0.587  -0.081
C -2.431 -1.700 2.219  -1.490
Cl -1.412 -3.148 2.215  0.490
Cl -1.634 -0.408 1.322  0.621
Cl -4.015 -2.043 1.531  0.523
H -2.565 -1.376 3.245  0.018
C -0.115 5.446 3.677  -1.540
Cl -1.250 5.137 4.989  0.503
Cl -0.655 4.663 2.188  0.489
Cl 0.095 7.181 3.427  0.531
H 0.844 5.023 3.952  -0.064
C -0.144 -7.481 0.788  -1.492
Cl 0.818 -8.965 0.771  0.530
Cl 0.715 -6.168 -0.028  0.518
Cl -1.714 -7.752 0.035  0.486
H -0.303 -7.191 1.821  0.021
C -3.840 -5.127 -1.856  -1.526
Cl -5.058 -3.881 -2.145  0.519
Cl -2.745 -4.635 -0.568  0.492
Cl -4.613 -6.673 -1.464  0.506
H -3.265 -5.257 -2.763  -0.016
C -4.175 -6.996 -6.210  -1.535
Cl -5.675 -6.497 -5.428  0.528
Cl -2.834 -5.953 -5.720  0.533
Cl -3.811 -8.686 -5.850  0.507
H -4.303 -6.898 -7.281  0.012
C 1.824 3.250 7.369  -1.534
Cl 0.132 2.788 7.556  0.525
Cl 2.885 2.018 8.055  0.528
Cl 2.218 3.521 5.665  0.537
H 1.986 4.176 7.907  0.016
C 3.718 0.570 -5.692  -1.547
Cl 2.596 0.158 -4.396  0.504
Cl 3.203 -0.152 -7.219  0.530
Cl 3.848 2.325 -5.834  0.523
H 4.696 0.176 -5.443  0.015
C 1.614 5.342 -5.646  -1.557
Cl 0.408 6.434 -6.332  0.524
Cl 3.194 6.130 -5.566  0.514
Cl 1.116 4.789 -4.044  0.496
H 1.697 4.476 -6.293  -0.010
C -3.164 -10.632 -2.645  -1.532
Cl -4.411 -11.806 -2.215  0.528
Cl -1.859 -10.648 -1.456  0.502
Cl -2.521 -10.987 -4.256  0.488
H -3.614 -9.645 -2.656  -0.008
C -0.311 8.021 -1.559  -1.542
Cl -0.383 6.496 -0.669  0.489
Cl 1.366 8.517 -1.805  0.520
Cl -1.151 7.883 -3.105  0.516
H -0.807 8.782 -0.969  0.013
C -4.648 0.958 -2.824  -1.549
Cl -6.106 0.950 -3.823  0.516
Cl -4.419 2.540 -2.072  0.515
Cl -4.724 -0.307 -1.599  0.496
H -3.796 0.760 -3.464  0.015
C -4.035 7.789 6.514  -1.544
Cl -2.785 8.682 5.645  0.515
Cl -3.384 6.282 7.164  0.498
Cl -4.725 8.777 7.804  0.525
H -4.825 7.543 5.815  0.015
C 2.682 -3.176 4.975  -1.549
Cl 1.174 -3.260 4.062  0.495
Cl 2.902 -1.565 5.665  0.516
Cl 2.716 -4.407 6.242  0.528
H 3.503 -3.368 4.292  0.005

Atomic forces in eV per Å
C -0.2 -0.2 -0.2
C 0.2 0.5 0.6
Cl -0.2 0.6 0.3
C 0.8 -1.2 -1.2
Cl 0.6 -0.2 -0.2
C -0.5 -0.3 0.5
C -0.4 0.3 0.0
C 0.3 1.4 0.1
N -1.9 -0.3 -1.1
S 0.7 0.8 0.4
N 0.6 0.7 0.4
C 1.4 -0.3 0.7
C -0.5 0.0 -0.5
C 1.4 0.3 0.5
P -2.8 -1.1 -0.6
N 0.7 0.4 0.1
H -0.3 0.1 -0.5
H 0.2 -0.4 0.4
H -0.3 0.4 0.1
H 0.3 -0.5 0.1
H -0.5 0.2 -0.3
H -0.5 -0.2 -0.2
H 0.5 0.1 0.2
H 0.7 0.0 0.7
H 1.0 -0.1 -0.2
H 0.0 -0.1 -0.2
C 0.1 0.2 0.1
Cl -0.1 -0.1 0.0
Cl -0.4 -0.2 0.2
Cl 0.0 0.0 0.1
H 0.0 -0.1 0.0
C -0.1 0.0 0.0
Cl 0.2 0.0 -0.2
Cl -0.2 0.0 0.1
Cl 0.0 -0.1 0.0
H 0.0 0.0 0.0
C 0.0 -0.1 -0.2
Cl 0.0 0.0 0.1
Cl -0.8 -0.8 -0.1
Cl 0.2 0.1 0.3
H 0.0 0.0 -0.1
C 0.0 0.1 0.1
Cl 0.0 -0.1 0.0
Cl -0.1 0.2 -0.2
Cl 0.0 0.0 -0.1
H 0.0 0.0 0.0
C -0.1 -0.1 0.0
Cl 0.0 0.0 0.0
Cl 0.0 0.0 0.0
Cl -0.1 0.3 -0.1
H 0.0 0.0 0.1
C -0.1 -0.1 0.1
Cl 0.1 0.0 0.0
Cl 0.0 0.1 0.0
Cl 0.1 0.0 0.0
H 0.0 0.0 -0.1
C -0.2 0.0 0.0
Cl 0.0 -0.1 0.0
Cl 0.1 0.0 0.0
Cl 0.1 0.1 0.0
H -0.1 0.0 0.0
C 0.0 0.1 0.1
Cl 0.1 -0.1 0.0
Cl 0.0 -0.1 0.0
Cl 0.0 0.0 0.0
H 0.0 0.0 0.0
C 0.1 -0.2 0.0
Cl 0.0 0.1 0.0
Cl -0.1 -0.1 -0.2
Cl 0.1 -0.2 0.2
H 0.1 0.0 -0.1
C 0.0 -0.1 -0.1
Cl 0.0 0.1 0.0
Cl 0.0 0.0 0.0
Cl 0.0 0.0 0.1
H 0.0 -0.1 0.0
C 0.0 0.0 0.1
Cl 0.0 0.0 0.0
Cl 0.0 0.0 0.0
Cl 0.1 0.1 0.0
H 0.0 0.0 0.1
C 0.1 0.1 0.0
Cl -0.1 0.0 0.0
Cl -0.2 0.0 0.1
Cl 0.0 0.0 -0.1
H 0.0 0.0 0.0
C 0.0 0.0 0.0
Cl 0.2 0.1 0.0
Cl 0.0 0.0 -0.1
Cl 0.0 0.0 -0.1
H -0.1 0.0 0.0

Results
gap between HOMO and LUMO: 7.56 eV
LUMO level: -1.005 eV
HOMO: -8.6 eV

(4)
Formula: C49H61BrN5O7PPtS2Te
Source: the Open Molecules 2025 dataset
Level of theory: ωB97M-V/def2-TZVPD

Each line ends with the Löwdin charge.
Element x y z (Å)
Pt -0.660 -0.196 -0.914  1.149
O -0.647 4.005 -2.328  -0.321
S -1.105 3.117 -1.286  0.554
O -0.368 3.148 -0.041  -0.448
N -1.136 1.587 -1.803  -0.265
C -1.226 1.389 -3.193  -0.266
C -1.936 2.136 -4.103  -0.014
C -1.884 1.841 -5.480  -0.066
C -1.141 0.805 -5.969  -0.046
C -0.424 -0.013 -5.065  -0.155
C 0.321 -1.150 -5.456  -0.008
C 0.925 -1.927 -4.513  -0.027
C 0.808 -1.586 -3.153  -0.101
N 0.148 -0.516 -2.767  -0.038
C -0.479 0.279 -3.693  -0.149
C -2.769 3.584 -0.913  -0.266
C -3.288 4.753 -1.446  -0.063
C -4.584 5.123 -1.111  -0.078
C -5.334 4.330 -0.254  -0.076
C -4.799 3.158 0.267  -0.063
C -3.508 2.775 -0.062  -0.045
H -2.537 2.973 -3.778  0.107
H -2.458 2.460 -6.158  0.107
H -1.113 0.579 -7.027  0.109
H 0.376 -1.404 -6.509  0.118
H 1.478 -2.817 -4.782  0.112
H 1.227 -2.199 -2.368  0.089
H -2.684 5.358 -2.107  0.110
H -5.003 6.034 -1.519  0.103
H -6.343 4.624 0.006  0.103
H -5.387 2.537 0.931  0.106
H -3.081 1.852 0.318  0.083
C -2.930 -0.800 5.467  -0.053
C -2.332 -0.040 4.310  -0.287
C -1.578 1.106 4.536  -0.054
C -1.011 1.764 3.447  -0.281
C -0.197 3.019 3.646  -0.052
C -1.204 1.273 2.168  -0.066
C -1.981 0.130 1.882  -0.317
C -2.527 -0.511 3.019  -0.013
N -2.142 -0.251 0.568  -0.093
C -3.318 -1.064 0.159  -0.424
C -4.619 -0.476 0.757  -0.082
C -5.860 -1.250 0.304  -0.284
C -6.004 -1.138 -1.212  -0.123
C -4.750 -1.719 -1.861  -0.284
C -4.621 -3.198 -1.490  -0.120
C -4.481 -3.319 0.029  -0.283
C -5.720 -2.722 0.703  -0.118
C -3.222 -2.572 0.487  -0.075
C -3.506 -0.968 -1.374  -0.111
H -2.782 -0.268 6.407  0.069
H -2.473 -1.787 5.566  0.077
H -4.002 -0.953 5.331  0.076
H -1.442 1.484 5.544  0.103
H -0.231 3.349 4.685  0.070
H -0.563 3.830 3.015  0.082
H 0.855 2.864 3.384  0.042
H -0.794 1.817 1.331  0.029
H -3.102 -1.415 2.913  0.092
H -4.700 0.566 0.436  0.087
H -4.593 -0.472 1.845  0.108
H -6.740 -0.817 0.791  0.137
H -6.121 -0.087 -1.497  0.118
H -6.897 -1.672 -1.557  0.117
H -4.814 -1.615 -2.949  0.138
H -3.743 -3.631 -1.979  0.121
H -5.499 -3.753 -1.839  0.117
H -4.384 -4.373 0.305  0.137
H -5.634 -2.810 1.791  0.119
H -6.616 -3.278 0.403  0.116
H -2.345 -2.980 -0.014  0.106
H -3.081 -2.739 1.555  0.107
H -3.563 0.089 -1.658  0.114
H -2.637 -1.402 -1.877  0.099
C 4.605 -1.971 2.762  -0.040
C 4.446 -0.480 2.980  -0.186
N 3.608 0.091 1.913  0.069
C 3.478 1.349 1.548  -0.698
S 1.900 1.799 0.892  0.584
N 4.418 2.277 1.690  0.027
C 5.870 2.078 1.661  -0.224
C 6.552 2.470 2.959  -0.072
H 5.202 -2.399 3.567  0.091
H 5.106 -2.175 1.816  0.074
H 3.639 -2.474 2.754  0.055
H 5.417 0.002 2.995  0.086
H 3.953 -0.269 3.932  0.131
H 2.849 -0.516 1.600  0.102
H 4.102 3.203 1.440  0.113
H 6.243 2.686 0.834  0.129
H 6.057 1.046 1.376  0.092
H 6.376 3.522 3.185  0.081
H 7.629 2.320 2.875  0.082
H 6.188 1.885 3.803  0.069
C 7.133 -0.683 -1.088  -0.062
C 5.660 -0.935 -1.286  -0.251
O 4.969 0.350 -1.274  -0.294
P 3.418 0.291 -1.674  0.184
O 2.617 -0.708 -0.976  -0.299
Te 2.580 2.533 -1.244  0.993
O 3.393 0.125 -3.247  -0.269
C 4.076 1.023 -4.148  -0.278
C 4.612 0.216 -5.304  -0.058
H 7.683 -1.618 -1.201  0.086
H 7.343 -0.290 -0.093  0.064
H 7.506 0.026 -1.827  0.083
H 5.230 -1.555 -0.499  0.105
H 5.471 -1.428 -2.242  0.119
H 4.876 1.542 -3.615  0.109
H 3.340 1.757 -4.486  0.120
H 5.340 -0.518 -4.958  0.079
H 5.100 0.875 -6.023  0.084
H 3.801 -0.308 -5.807  0.079
Br 2.227 -5.320 4.474  0.721
C 1.585 -3.796 3.539  -0.701
C 1.356 -2.622 4.244  -0.137
C 0.898 -1.511 3.553  -0.059
C 0.673 -1.582 2.182  -0.044
C 0.914 -2.756 1.489  -0.110
C 1.377 -3.878 2.176  -0.071
C 0.661 -2.894 0.005  -0.599
O 1.276 -3.760 -0.604  0.045
O -0.258 -2.164 -0.527  -0.204
H 1.512 -2.590 5.314  0.100
H 0.665 -0.596 4.084  0.106
H 0.272 -0.728 1.654  0.064
H 1.573 -4.790 1.629  0.115

Atomic forces in eV per Å
Pt -1.0 -0.3 0.5
O 0.0 0.0 0.0
S 0.2 0.0 -0.1
O 0.0 0.2 -0.2
N 0.0 0.2 -0.2
C 0.2 -0.2 -0.1
C 0.0 0.0 0.0
C 0.0 0.0 0.0
C 0.0 0.0 0.0
C 0.0 0.1 0.0
C 0.0 0.0 0.0
C 0.0 0.0 0.0
C -0.1 0.1 0.1
N 0.1 0.1 -0.1
C 0.0 0.1 0.0
C 0.0 0.0 0.0
C 0.0 0.0 0.0
C 0.0 0.0 0.0
C 0.0 0.0 0.0
C 0.0 0.1 0.0
C 0.0 0.0 0.0
H 0.0 0.0 0.1
H 0.0 0.0 0.0
H 0.0 0.0 0.0
H 0.0 0.0 0.0
H 0.0 0.0 0.0
H 0.0 0.0 -0.1
H 0.0 0.0 0.0
H 0.0 0.0 0.0
H 0.0 0.0 0.0
H 0.0 0.0 0.0
H 0.0 0.0 0.0
C 0.0 0.0 0.0
C 0.0 0.0 0.0
C 0.0 -0.1 0.0
C 0.1 0.0 0.0
C 0.0 0.0 0.1
C 0.0 0.0 -0.1
C 0.0 0.0 0.2
C 0.0 0.0 -0.1
N 0.1 0.1 -0.2
C -0.1 0.0 0.0
C 0.0 0.0 0.1
C 0.0 0.0 0.0
C 0.0 0.0 0.0
C 0.0 0.0 0.0
C 0.0 0.0 0.0
C 0.0 0.0 0.0
C 0.0 0.0 0.0
C 0.0 0.0 0.0
C 0.1 0.1 0.0
H 0.0 0.0 0.0
H 0.0 0.0 0.0
H 0.0 0.0 0.0
H 0.0 0.0 0.0
H 0.0 0.0 0.0
H 0.0 0.0 0.0
H 0.0 0.0 0.0
H 0.0 -0.1 0.1
H 0.0 -0.1 0.0
H 0.0 -0.2 0.0
H 0.0 0.0 0.0
H 0.0 0.0 0.0
H 0.0 0.0 0.0
H 0.0 0.0 0.0
H 0.0 0.0 0.0
H 0.0 0.0 0.0
H 0.0 0.0 0.0
H 0.0 0.0 0.0
H 0.0 0.0 0.0
H 0.0 0.0 0.0
H 0.0 0.0 0.0
H 0.0 0.0 0.0
H 0.0 0.0 0.0
H 0.0 0.0 0.0
C 0.0 0.0 0.0
C 0.0 0.0 -0.1
N -0.1 -0.1 0.1
C 0.0 0.0 0.0
S -0.1 -0.2 0.4
N 0.1 0.0 0.1
C -0.1 0.0 -0.1
C 0.0 0.0 0.0
H 0.0 0.0 0.0
H 0.0 0.0 0.0
H 0.0 0.0 0.0
H 0.0 0.1 0.0
H 0.0 -0.1 0.0
H 0.0 0.1 0.0
H 0.0 0.0 0.0
H 0.0 0.0 0.0
H 0.0 0.0 0.0
H 0.0 0.0 0.0
H 0.0 0.0 0.0
H 0.0 0.0 0.0
C 0.0 0.0 0.0
C 0.0 0.1 0.0
O 0.0 -0.2 0.0
P 0.0 0.5 -0.2
O 0.3 -0.5 0.3
Te 0.1 0.4 -0.4
O 0.1 -0.2 -0.1
C -0.1 0.0 0.1
C 0.0 0.0 0.0
H 0.0 0.0 0.0
H 0.0 0.0 0.0
H 0.0 0.0 0.0
H 0.0 0.0 0.0
H 0.0 0.0 0.0
H 0.0 0.0 0.0
H 0.0 0.0 0.0
H 0.0 0.0 0.0
H 0.0 0.0 0.0
H 0.0 0.0 0.0
Br 0.0 0.0 0.0
C 0.0 0.0 0.0
C 0.0 0.0 0.0
C 0.0 0.0 0.0
C 0.0 0.1 0.0
C 0.1 -0.1 0.1
C 0.1 0.0 0.0
C 0.0 0.0 -0.2
O 0.0 0.0 0.0
O 0.1 0.0 0.1
H 0.0 0.0 0.0
H 0.0 0.1 0.0
H 0.1 0.0 0.0
H 0.0 0.0 0.0

Results
gap between HOMO and LUMO: 5.08 eV
LUMO level: -0.937 eV
HOMO: -6.0 eV

- Which of these has the lowest gap between HOMO and LUMO?
  C49H61BrN5O7PPtS2Te